# 1
C6H15NO | ωB97M-V/def2-TZVPD

Geometry as ORCA input:
```
! wB97M-V def2-TZVPD RIJCOSX def2/J DEFGRID3
* xyz 0 1
H 4.422 1.683 -0.359
H -1.497 -1.996 0.792
H 2.968 -0.257 2.144
H -1.111 -2.879 -0.668
H -2.562 1.246 -2.455
H 1.984 1.294 -0.289
H -2.411 -1.181 -2.044
C -2.090 -1.005 -1.018
H -3.373 1.926 -1.048
C -1.866 -2.237 -0.207
H -1.820 0.452 0.443
C -2.449 1.463 -1.392
H 0.380 -0.009 0.804
N 0.946 -0.026 1.648
H -2.788 -2.810 -0.116
C -2.105 0.251 -0.590
H 2.548 -1.049 0.644
C 2.731 1.100 0.487
C 2.358 -0.157 1.247
O 4.016 0.882 -0.056
H 2.722 1.945 1.177
H 0.639 -0.832 2.165
H -1.642 2.194 -1.309
*
```

The value obtained for the HOMO-LUMO gap is 10.29 eV. The value obtained for the energy relative to the best compared isomer or geometry (same formula, charge and spin) is 43.4 kcal per mole. The value obtained for the max |F| is 0.0155 hartree/bohr.

=====

# 2
C12H24FO12Tl | ωB97M-V/def2-TZVPD

Geometry as ORCA input:
```
! wB97M-V def2-TZVPD RIJCOSX def2/J DEFGRID3
* xyz 2 1
H 21.500 -14.669 -5.591
H 15.606 -16.881 -4.864
O 12.294 -24.274 -5.652
H 18.062 -18.107 -12.553
C 18.617 -20.249 -4.078
C 17.707 -17.091 -12.380
C 21.052 -15.660 -5.519
H 17.353 -16.692 -13.330
O 19.664 -15.678 -5.168
C 15.278 -17.839 -8.374
O 20.949 -20.246 -5.687
H 23.576 -22.486 -4.186
H 22.921 -22.000 -5.773
H 16.539 -17.976 -5.790
F 17.162 -20.070 -7.114
C 16.610 -17.587 -10.324
O 21.891 -21.427 -4.034
H 18.581 -16.495 -12.115
C 15.267 -22.284 -6.019
O 14.518 -24.966 -5.512
Tl 19.693 -19.962 -8.484
H 11.566 -26.254 -6.107
O 15.520 -17.243 -9.570
H 10.795 -25.293 -4.723
H 16.053 -22.840 -5.507
H 14.397 -17.453 -7.860
O 16.584 -16.903 -11.472
O 17.478 -18.393 -10.011
H 17.969 -20.954 -4.599
C 11.692 -25.543 -5.290
C 20.908 -20.781 -4.608
C 13.643 -24.110 -5.684
C 16.576 -17.379 -4.879
H 16.705 -18.151 -4.119
H 21.122 -15.995 -6.554
H 21.698 -16.253 -4.872
O 19.853 -20.913 -3.866
H 15.195 -21.242 -5.706
C 23.087 -21.687 -4.742
H 18.671 -19.296 -4.603
O 17.689 -16.412 -4.982
H 23.704 -20.789 -4.767
O 19.065 -17.670 -6.317
H 15.201 -18.904 -8.591
H 15.491 -22.198 -7.082
O 13.922 -22.810 -5.956
H 17.999 -20.102 -3.192
C 18.841 -16.644 -5.567
H 16.031 -17.661 -7.606
H 12.380 -26.082 -4.638
*
```

The value obtained for the HOMO-LUMO gap is 2.28 eV. The value obtained for the energy relative to the best compared isomer or geometry (same formula, charge and spin) is 0.0 kcal per mole. The value obtained for the max |F| is 0.0752 hartree/bohr.

=====

# 3
C4H14AgO4 | ωB97M-V/def2-TZVPD

Geometry as ORCA input:
```
! wB97M-V def2-TZVPD RIJCOSX def2/J DEFGRID3
* xyz -1 1
H -1.912 -2.642 -3.561
O 1.637 1.613 1.317
H 3.981 0.864 1.963
H -1.766 4.764 -0.626
Ag -1.887 1.100 0.587
O -4.800 1.371 1.872
C -1.224 -2.543 -2.721
O -1.915 -1.660 -1.850
C 0.136 -2.077 -3.209
H 0.577 -2.862 -3.823
H -4.765 0.537 2.380
H -1.092 -3.452 -2.133
C 3.249 0.331 2.571
H -0.014 -1.128 -3.724
O -2.587 4.250 -0.496
H 3.137 -0.633 2.075
H 3.756 0.207 3.528
H 0.794 -1.934 -2.352
H 2.105 2.011 3.225
H 2.283 2.284 1.086
H 1.154 0.509 3.033
C 1.949 1.124 2.611
H -2.795 -2.031 -1.749
*
```

The value obtained for the HOMO-LUMO gap is 5.02 eV. The value obtained for the max |F| is 0.0390 hartree/bohr.